[1]
{"formula": "C51H85B2F6N3O35S5", "method": "ωB97M-V/def2-TZVPD", "spin_multiplicity": 1, "species": ["S", "S", "S", "S", "S", "F", "F", "F", "F", "F", "F", "O", "O", "O", "O", "O", "O", "O", "O", "O", "O", "O", "O", "O", "O", "O", "O", "O", "O", "O", "O", "O", "O", "O", "O", "O", "O", "O", "O", "O", "O", "O", "O", "O", "O", "O", "N", "N", "N", "C", "C", "C", "C", "C", "C", "C", "C", "C", "C", "C", "C", "C", "C", "C", "C", "C", "C", "C", "C", "C", "C", "C", "C", "C", "C", "C", "C", "C", "C", "C", "C", "C", "C", "C", "C", "C", "C", "C", "C", "C", "C", "C", "C", "C", "C", "C", "C", "C", "C", "C", "B", "B", "H", "H", "H", "H", "H", "H", "H", "H", "H", "H", "H", "H", "H", "H", "H", "H", "H", "H", "H", "H", "H", "H", "H", "H", "H", "H", "H", "H", "H", "H", "H", "H", "H", "H", "H", "H", "H", "H", "H", "H", "H", "H", "H", "H", "H", "H", "H", "H", "H", "H", "H", "H", "H", "H", "H", "H", "H", "H", "H", "H", "H", "H", "H", "H", "H", "H", "H", "H", "H", "H", "H", "H", "H", "H", "H", "H", "H", "H", "H", "H", "H", "H", "H", "H", "H"], "coordinates": [[2.8312, -0.1785, 25.7091], [-1.5132, 3.4706, 23.7412], [1.3776, 3.9004, 27.9780], [2.6484, 3.2520, 32.4891], [-1.4689, 0.9006, 33.9670], [-8.9091, -2.5749, 24.8445], [-2.6296, -2.2914, 20.3546], [-6.1712, 3.2924, 31.9444], [-8.7389, 2.3632, 23.6822], [2.0682, -6.8007, 31.9537], [-5.3117, -3.3645, 19.4391], [-9.1140, -3.2844, 21.8337], [-10.6988, -2.9405, 23.4848], [0.3678, -5.5152, 31.2493], [1.6786, -5.1263, 29.5894], [-1.2857, -0.5531, 33.8240], [-1.5957, 4.6913, 24.4672], [2.3284, 3.4016, 33.8813], [-11.0457, 4.2607, 23.9230], [3.5568, -0.8848, 26.9758], [0.7325, -3.3447, 30.5352], [2.0921, -0.5181, 33.5740], [0.9982, -3.2729, 22.7762], [-2.8173, 1.1738, 34.8896], [-8.9819, 4.5172, 23.2617], [-5.4586, -0.4473, 31.0570], [0.4377, -1.4223, 21.3968], [3.8234, 2.0207, 32.2418], [-2.0341, 2.2482, 24.3434], [1.9644, -2.2547, 34.8165], [0.0693, 3.2915, 23.3449], [-1.0360, -3.0258, 21.8049], [-8.6781, -1.6971, 17.6279], [1.3760, -0.1943, 25.9565], [-0.2208, 3.4409, 28.1198], [-1.6090, 1.7510, 32.8402], [-6.4748, -1.9969, 17.9406], [-7.6904, -1.3148, 19.6227], [-4.4222, 1.4755, 30.5008], [2.1672, 2.7468, 28.3276], [1.5948, 3.0429, 31.4659], [-5.2564, 1.2966, 32.5109], [1.6277, 5.2004, 28.7022], [-10.6264, 5.4747, 22.0300], [-11.0997, -2.2125, 21.2674], [3.5966, 0.9957, 25.3964], [2.3712, -1.6831, 33.8428], [-0.4050, -0.2099, 29.9887], [-5.4784, -0.1692, 25.1026], [-6.4325, -0.1757, 23.9667], [4.9555, -2.4623, 31.3025], [4.3398, -2.9354, 27.8607], [-2.4671, -0.9830, 29.1954], [-5.8380, 0.0194, 26.3966], [-4.1502, -0.2242, 24.7510], [3.2374, -1.4580, 24.4449], [-0.1768, 0.4869, 28.8988], [-8.7173, -3.9616, 22.9864], [-3.1552, -0.1474, 25.7498], [4.6077, 1.7435, 33.3265], [-10.2015, 3.6744, 24.9537], [0.7400, -0.2652, 30.9027], [-2.3032, 3.7022, 22.0546], [4.2298, -4.5674, 32.2983], [4.0723, -1.7269, 32.0873], [5.9726, 1.3953, 32.6514], [-10.4058, -2.7820, 22.0888], [-1.2232, 4.3633, 28.5142], [-1.5108, -0.8982, 30.2513], [1.9139, 2.0042, 22.4439], [0.5043, 1.9511, 23.0768], [-10.2695, 4.8348, 22.9955], [-0.7439, -1.0016, 20.7148], [-0.2174, 1.5743, 35.1653], [3.3383, -3.8187, 33.0899], [-8.8780, 3.5502, 24.2840], [-5.0627, 2.6814, 32.3746], [1.0835, -6.7296, 31.0765], [-6.3014, -1.2667, 19.9814], [-3.4574, -0.0784, 27.0889], [-1.7621, -1.9552, 21.3118], [0.9027, -4.5822, 30.5211], [-5.5440, -2.1018, 18.9800], [-9.6189, -3.4274, 24.1378], [1.5928, -6.5381, 29.7112], [3.4912, 4.8825, 32.0157], [-7.7309, -1.7305, 18.3644], [5.0572, -3.8468, 31.3811], [-2.5086, 3.7073, 28.0829], [-1.1649, 0.5616, 27.9458], [3.2289, -2.4187, 32.9452], [1.4544, 4.1713, 26.1328], [0.1967, -2.6443, 22.0583], [-4.0934, 2.6552, 31.2058], [-2.3782, -0.1206, 28.0868], [-4.3790, 0.5195, 36.5805], [3.1272, -2.1492, 27.3802], [-3.0188, 0.3033, 35.9989], [-4.8202, 0.0384, 27.4148], [-5.1551, 0.7151, 31.3437], [-9.1844, 0.9966, 26.8359], [-4.0316, 0.6352, 21.2970], [-0.6474, -1.3345, 19.6814], [2.5011, -2.6344, 26.6314], [-3.3938, 0.3588, 20.4718], [-0.9907, 5.3155, 28.0375], [-5.2044, 0.0981, 28.4223], [-4.3789, 0.3767, 37.6611], [5.0778, -2.3324, 28.3898], [4.6016, 2.4322, 34.1713], [-9.0276, -4.9949, 22.8313], [5.7627, -4.2789, 30.6869], [-3.0349, 2.6834, 31.4646], [-10.0794, 1.5095, 27.1523], [0.7620, -6.7070, 29.0261], [1.9281, 2.8905, 21.8096], [-9.4274, 0.2356, 26.1106], [-4.5433, -1.7478, 18.7321], [-6.4268, -1.1312, 23.4422], [-0.2439, 1.2942, 22.6332], [0.3054, -7.4799, 31.2172], [5.9788, 0.6174, 31.8880], [2.9817, -0.9742, 23.5022], [-1.3684, -1.4886, 31.1443], [-3.3354, -1.6220, 29.2597], [-2.2097, 0.4256, 36.7189], [-3.4282, 0.9777, 22.1232], [2.6383, -4.3871, 33.6845], [-4.6224, -0.2202, 21.5860], [6.3360, 2.3204, 32.2038], [-6.9061, -0.0377, 26.5462], [0.6629, 1.7486, 34.5466], [2.1901, 1.0661, 21.9624], [-4.7156, 3.2460, 33.2399], [-9.8782, -4.2110, 24.8498], [4.2704, 0.8146, 33.7863], [-8.5859, 0.5700, 27.6259], [0.7184, 0.5316, 31.6461], [4.2345, -5.6470, 32.2721], [5.5765, -1.8702, 30.6466], [-8.5574, 1.7365, 26.3628], [-1.0079, 1.1551, 27.0572], [-2.4917, 2.7179, 28.5400], [2.8472, 5.6956, 32.3506], [-4.3287, 3.4682, 30.5190], [-3.3598, 3.5001, 22.2301], [6.5779, 0.9278, 33.4280], [-7.6697, -3.7984, 23.2390], [-6.1746, 0.6467, 23.2994], [-10.1738, 4.2662, 25.8686], [2.6038, -2.3366, 24.3238], [2.5941, -2.1394, 28.3309], [2.4249, -7.2044, 29.4835], [3.7176, 4.9797, 30.9540], [-2.9426, -0.7313, 35.6644], [0.1689, 0.8019, 35.8303], [-3.2341, 4.4884, 28.3104], [-1.0523, 0.0439, 20.7179], [3.9475, -0.6634, 31.9463], [-0.5793, 2.5168, 35.5762], [2.4969, 4.3003, 25.8418], [0.7955, 0.9231, 28.7232], [0.5671, 1.6255, 24.1152], [-7.9298, 3.7692, 24.7749], [-5.1804, -0.0902, 36.1633], [4.4568, 4.9177, 32.5202], [-10.4807, 2.6970, 25.3474], [-1.2034, 4.4178, 29.6027], [-2.1367, -0.2347, 25.4014], [-4.0364, -0.3197, 23.6812], [-6.0862, -1.5882, 21.0004], [-2.6692, 3.6737, 27.0053], [2.5393, 2.2446, 23.3036], [4.0682, -3.7717, 28.5049], [1.0878, 3.2841, 25.6164], [1.6711, -0.4767, 30.3771], [-5.9711, -0.2309, 19.9039], [-4.6288, 1.4679, 20.9592], [-1.8485, 2.9466, 21.4139], [0.5856, -1.0990, 31.5877], [-2.2585, -1.4709, 22.1527], [-4.5905, 1.5870, 36.5188], [4.8770, -3.4204, 27.0456], [-7.4408, -0.0171, 24.3492], [0.9544, 5.0518, 25.7293], [4.2746, -1.7924, 24.4249], [-2.1348, 4.6686, 21.5795]], "lowdin_charge": [0.6587, 0.6374, 0.7072, 0.7220, 0.6580, 0.0877, 0.0998, 0.0996, 0.0770, 0.1167, 0.0513, 0.0442, 0.1310, 0.1681, 0.0818, -0.3038, -0.2852, -0.2971, 0.0922, -0.2562, 0.1040, 0.0446, 0.0998, -0.2716, 0.1111, 0.1215, 0.0335, -0.2539, -0.3044, 0.1163, -0.2880, 0.1703, 0.1624, -0.3042, -0.3025, -0.2759, 0.1305, 0.1031, 0.0562, -0.3008, -0.3174, 0.1613, -0.3254, 0.1366, 0.1724, -0.2665, -0.3338, -0.0583, -0.0495, 0.0415, -0.0756, -0.0582, 0.0845, 0.0768, 0.0447, -0.0961, -0.0041, -0.0908, 0.0240, -0.3373, -0.0465, 0.0022, -0.0668, -0.0373, 0.0052, -0.0442, -0.3787, -0.2599, 0.0437, -0.0249, -0.2683, -0.5475, -0.0541, -0.0787, 0.0111, -0.3439, -0.2917, -0.3222, -0.0752, -0.1494, -0.3537, -0.5464, -0.2994, -0.4060, -0.0520, -0.0695, -0.5595, -0.0500, -0.0495, 0.0302, -0.1424, -0.0775, -0.4607, -0.0783, -0.1216, -0.0594, -0.2905, -0.2988, 0.0892, -0.5348, -0.4296, -0.4390, 0.1440, 0.1188, -0.0583, 0.1264, 0.1074, 0.0810, 0.0720, 0.1231, 0.1348, 0.1071, 0.1086, -0.0765, 0.1533, 0.0829, -0.0765, 0.1628, 0.0967, 0.1039, 0.1829, 0.0599, 0.0548, 0.1349, 0.1288, 0.1158, -0.0781, 0.1188, -0.0817, 0.0788, 0.0909, 0.0242, 0.0755, 0.1794, 0.1658, 0.0918, -0.0919, 0.0813, 0.0967, 0.1022, -0.0927, 0.1218, 0.0669, 0.0704, 0.1349, 0.0649, 0.0804, 0.1350, 0.1080, 0.1436, 0.0469, 0.1064, 0.1584, 0.0622, 0.1144, 0.0751, 0.0942, 0.1221, 0.1003, 0.0827, 0.0731, 0.1217, 0.0813, 0.1660, 0.0880, 0.0564, 0.1062, 0.1235, 0.1210, 0.0869, 0.1148, 0.0751, 0.0595, 0.0627, 0.0422, 0.1136, 0.1155, -0.0466, 0.0563, 0.0643, 0.1594, 0.0828, 0.0768, 0.0911, 0.0716, 0.0814, 0.0717]}


[2]
{"formula": "C51H86ClNO21S", "method": "ωB97M-V/def2-TZVPD", "smiles": "CCCCCCCCCC[C@@]1(CCCCl)OS(=O)(=O)O[C@@]1(CCN)OCC.O=C1CCCO1.O=C1CCCO1.O=C1CCCO1.O=C1CCCO1.O=C1CCCO1.O=C1CCCO1.O=C1CCCO1.O=C1CCCO1", "spin_multiplicity": 1, "species": ["Cl", "S", "O", "O", "O", "O", "O", "O", "O", "O", "O", "O", "O", "O", "O", "O", "O", "O", "O", "O", "O", "O", "O", "N", "C", "C", "C", "C", "C", "C", "C", "C", "C", "C", "C", "C", "C", "C", "C", "C", "C", "C", "C", "C", "C", "C", "C", "C", "C", "C", "C", "C", "C", "C", "C", "C", "C", "C", "C", "C", "C", "C", "C", "C", "C", "C", "C", "C", "C", "C", "C", "C", "C", "C", "C", "H", "H", "H", "H", "H", "H", "H", "H", "H", "H", "H", "H", "H", "H", "H", "H", "H", "H", "H", "H", "H", "H", "H", "H", "H", "H", "H", "H", "H", "H", "H", "H", "H", "H", "H", "H", "H", "H", "H", "H", "H", "H", "H", "H", "H", "H", "H", "H", "H", "H", "H", "H", "H", "H", "H", "H", "H", "H", "H", "H", "H", "H", "H", "H", "H", "H", "H", "H", "H", "H", "H", "H", "H", "H", "H", "H", "H", "H", "H", "H", "H", "H", "H", "H", "H", "H"], "coordinates": [[-0.5583, 4.2933, 5.3488], [-2.7328, 1.3121, 2.6640], [-5.4209, -5.1423, -0.8375], [-4.0655, 0.8350, 2.6992], [-1.8353, 0.3558, 1.7437], [3.8580, 5.7771, 2.5636], [-0.6590, -5.5026, 1.0349], [-3.0368, 0.9262, -0.1434], [3.4050, 3.6148, 2.7635], [-0.3752, -7.2928, 4.6277], [8.0092, 1.5309, 3.8170], [-1.9766, 1.5399, 3.8440], [-6.7765, -3.8120, -6.8647], [7.9182, 6.7574, 1.2805], [7.0700, 5.4393, -0.3027], [-5.9843, -1.9129, -7.7251], [-2.0962, -6.1748, 5.5264], [-9.5354, -4.3258, -11.5384], [-2.6785, 2.5729, 1.7156], [5.8187, 1.2035, 4.0848], [-0.2598, -7.6314, 0.5184], [-8.9190, -6.4155, -12.0224], [-4.5475, -3.2450, -1.6114], [1.3853, -0.5751, -1.1394], [-5.1405, -0.1638, -0.2754], [7.1098, 1.1123, 4.4839], [4.9019, 6.6982, 2.9538], [-6.8747, -4.4289, -5.5655], [-1.5507, -7.2147, 4.8537], [-5.5744, -5.8041, 0.4331], [5.5337, 6.0691, 4.1894], [0.0149, -4.4191, 1.6988], [7.3936, 5.0498, -1.6490], [-8.6801, -5.3756, -11.4831], [-3.9283, -7.4092, 4.6841], [-7.4526, -4.9803, -10.6815], [5.3413, 1.8400, -0.3315], [7.9585, 6.3505, 0.1557], [-3.5032, -6.4054, 5.7542], [-4.4248, -5.2812, 1.2890], [7.1687, 0.4547, 5.8514], [-5.6408, -2.4230, -5.3519], [0.0968, -6.6325, 1.0682], [-6.1149, -2.6318, -6.7772], [1.0069, -5.0917, 2.6340], [3.8771, 2.3143, -0.4359], [8.9381, 6.7012, -0.9492], [2.3843, 5.1033, -0.8334], [0.3069, 3.5216, 3.9967], [6.0421, 2.2599, 0.9643], [-7.9110, -3.7295, -9.9347], [-1.7607, 0.9573, 0.4120], [-5.7439, -3.8200, -4.7449], [-0.0733, 5.4566, -0.4206], [4.9357, 0.7216, 5.1117], [-0.2383, 2.7141, 1.6081], [0.6824, 0.2584, -0.1545], [5.3601, 4.5770, 3.9030], [-0.7991, 0.2226, -0.4925], [-1.7026, 3.3612, -0.4045], [0.9709, 4.6452, -1.1896], [-8.9602, -3.1752, -10.8919], [-4.2537, -3.8660, 0.7410], [-1.5231, 2.4472, 0.7949], [8.2280, 6.1987, -2.2068], [-4.7146, -4.0007, -0.6956], [-3.6499, -0.3237, -0.4849], [1.3552, -6.3654, 1.8667], [-0.3209, 3.8558, 2.6417], [5.7932, -0.1989, 5.9757], [4.1102, 4.5465, 3.0460], [-1.4871, 4.8660, -0.2061], [-2.6398, -8.2112, 4.4969], [3.5003, 4.5044, -1.6842], [3.5204, 2.9794, -1.7742], [7.5709, 6.9793, -2.5919], [0.8989, 3.5774, -0.9786], [6.1845, 4.1635, 3.3177], [4.5569, 1.5812, 5.6693], [8.0009, -0.2421, 5.8933], [-7.8588, -4.1950, -5.1536], [-3.5270, -5.8591, 1.0919], [-0.7330, -3.8224, 2.2186], [-0.9472, 0.6305, -1.4949], [-4.1723, -6.8867, 3.7608], [2.3859, -0.5116, -0.9940], [2.5765, 2.6088, -2.1833], [-4.6276, -5.3118, 2.3572], [7.3261, 1.2388, 6.5945], [-2.4824, -8.5839, 3.4881], [9.8698, 6.1679, -0.7531], [8.8921, 5.8881, -3.0096], [-5.9291, -3.8301, -3.6748], [1.5699, -7.2149, 2.5089], [5.4239, -0.2861, 6.9948], [-1.3322, 4.2266, 2.7805], [6.4630, 4.8837, -2.1855], [-8.5224, -2.5357, -11.6617], [1.8555, -4.4541, 2.8743], [-9.7617, -2.6305, -10.3992], [4.4476, 4.8105, -1.2247], [3.6361, 2.9693, 0.4015], [-6.7940, -5.5050, -5.6947], [-0.1929, 6.3897, -0.9761], [0.2652, 4.6854, 2.2497], [0.3720, 2.4545, 4.1816], [4.4413, 7.6657, 3.1368], [-8.3786, -4.0157, -8.9937], [-7.1197, -3.0214, -9.7059], [-1.0955, -0.8250, -0.5452], [6.5503, 3.2170, 0.8480], [2.1779, -6.2247, 1.1629], [-5.6747, -0.8565, -0.9244], [3.2460, 1.4349, -0.3110], [-7.1526, -5.7990, -10.0333], [7.9535, 4.1127, -1.6124], [2.5562, 4.8509, 0.2182], [-3.2437, -1.1433, 0.1058], [-2.1763, 5.3795, -0.8754], [-4.0184, -5.4502, 5.6930], [6.7775, 1.5203, 1.2775], [-6.5543, -5.5406, 0.8376], [4.9634, 6.3433, 5.0786], [-2.5693, -9.0444, 5.1980], [4.0997, 0.2215, 4.6302], [-6.3152, -1.7105, -4.8730], [-6.6450, -4.7725, -11.3861], [0.5370, 2.9786, 0.8929], [4.2830, 2.6968, -2.5054], [0.5073, -5.3636, 3.5623], [6.5654, 6.3792, 4.3356], [3.4906, 4.9569, -2.6808], [-5.4338, 0.8501, -0.5448], [-5.4352, -0.3352, 0.7576], [-4.9003, -3.1394, 1.2389], [5.9125, 2.1898, -1.1954], [-3.4575, -0.5475, -1.5364], [0.1070, 1.8062, 2.0991], [0.5028, -3.8085, 0.9400], [-4.8194, -4.3688, -4.9275], [5.6115, 6.7823, 2.1325], [-5.5415, -6.8764, 0.2596], [5.3219, 2.3342, 1.7759], [5.3516, 0.7490, -0.3857], [-4.6358, -2.0110, -5.3509], [-1.8240, 5.1162, 0.8004], [1.3115, 3.9303, 4.0210], [1.0543, 1.2831, -0.1457], [5.2205, 3.9713, 4.7944], [0.3600, 5.7562, 0.5345], [1.2209, -0.2225, -2.0761], [9.1355, 7.7694, -0.9455], [2.4372, 6.1938, -0.8935], [-3.6179, -6.8028, 6.7643], [0.8530, -0.1903, 0.8242], [5.8194, -1.1974, 5.5380], [-4.7898, -8.0077, 4.9713], [0.8172, 4.7580, -2.2688], [-1.1028, 2.9709, -1.2270], [-3.2300, -3.5095, 0.7668], [-2.7442, 3.2173, -0.6954]], "lowdin_charge": [0.5618, 0.6172, 0.0285, -0.2014, -0.1199, 0.0250, -0.0010, -0.0843, 0.0877, 0.1152, 0.1209, -0.2119, 0.0040, 0.1169, 0.0022, 0.1139, 0.0263, 0.0186, -0.1389, -0.0037, 0.1189, 0.1161, 0.1122, 0.0088, -0.0528, -0.4885, -0.1311, -0.1449, -0.4724, -0.1388, -0.1336, -0.1545, -0.1556, -0.4910, -0.1413, -0.0707, -0.2252, -0.4790, -0.1422, -0.1429, -0.0712, -0.0684, -0.4881, -0.4810, -0.1470, -0.1891, -0.0682, -0.2047, -0.5897, -0.0898, -0.1545, -0.4418, -0.1476, -0.1843, -0.1481, -0.0883, -0.2613, -0.0612, -0.0728, -0.0908, -0.2138, -0.1507, -0.0644, -0.3185, -0.1421, -0.4699, -0.2225, -0.0702, -0.2279, -0.1465, -0.4814, -0.1468, -0.0639, -0.2059, -0.2000, 0.1193, 0.0721, 0.1271, 0.1225, 0.1246, 0.1263, 0.1123, 0.1208, 0.1402, 0.0858, 0.0544, 0.0956, 0.0996, 0.1312, 0.1271, 0.1330, 0.1161, 0.0944, 0.1223, 0.1152, 0.0930, 0.1107, 0.1249, 0.1167, 0.1225, 0.0937, 0.0837, 0.1241, 0.1113, 0.0941, 0.0646, 0.1259, 0.1096, 0.0997, 0.1283, 0.0606, 0.1307, 0.0669, 0.0743, 0.1231, 0.1301, 0.0945, 0.1053, 0.1094, 0.1241, 0.0670, 0.1273, 0.1169, 0.1326, 0.1275, 0.1328, 0.1305, 0.0973, 0.1011, 0.0936, 0.1181, 0.1117, 0.0867, 0.0672, 0.1353, 0.0885, 0.1218, 0.1159, 0.1230, 0.1233, 0.1022, 0.1263, 0.0445, 0.0989, 0.1262, 0.1069, 0.0406, 0.0780, 0.1167, 0.0924, 0.0686, 0.1253, 0.1191, 0.1266, 0.1247, 0.1175, 0.1175, 0.1246, 0.1232, 0.1144, 0.1305]}


Result set for molar mass: 1596.17, 1116.76 Da, one per record in the order listed.
Result set for E_tot: -7431.309554, -4488.181724 Eh, one per record in the order listed.
Result set for frontier orbital gap: 6.05, 9.94 eV, one per record in the order listed.